{
  "formula": "C4H7N",
  "method": "ωB97M-V/def2-TZVPD",
  "elements": ["C", "C", "C", "C", "H", "H", "H", "H", "H", "H", "H", "N"],
  "positions_angstrom": [[1.63768, 0.83375, -0.20704], [-0.34725, -0.31170, -0.30589], [-1.70386, -0.60515, 0.17730], [-2.75493, -1.01937, 0.57460], [2.25920, 1.38326, 0.61414], [1.62731, 1.45449, -1.07120], [2.15447, -0.09696, -0.47586], [0.56337, 0.17178, 1.31022], [-0.31244, 0.08400, -1.40299], [0.25605, -1.27333, -0.43555], [-3.73327, -1.32881, 0.80481], [0.35367, 0.70802, 0.41746]],
  "homo_energy_ev": -9.6,
  "total_energy_ha": -211.2595,
  "smiles": "C#CCNC",
  "max_force_ha_per_bohr": 0.073,
  "orbital_gap_ev": 10.648,
  "de_lowest_kj_mol": 265.5
}